Here is a molecular structure, C27H49FNbO16 in a non-equilibrium geometry from the OMol25 dataset. Energies are from the ωB97M-V functional and the def2-TZVPD basis.

Structure (XYZ):
```
94
Properties=species:S:1:pos:R:3
C 0.51 0.64 4.54
C -0.98 0.03 4.12
F -1.47 -0.98 5.12
C -1.08 -0.48 2.57
Nb 0.14 -2.34 2.07
C 1.17 -4.36 1.70
C 2.20 -4.37 0.43
C 3.39 -5.47 0.81
C 4.83 -5.16 0.08
O 4.68 -4.72 -1.32
H 0.61 0.83 5.71
H 1.33 -0.13 4.22
H 0.59 1.68 3.99
H -1.73 0.95 4.23
H -2.23 -0.73 2.37
H -0.82 0.44 1.88
H 0.10 -1.91 0.31
H 1.73 -1.50 2.31
H 0.16 -2.74 3.84
H -1.46 -3.25 1.93
H 1.77 -4.60 2.69
H 0.35 -5.16 1.49
H 1.62 -4.82 -0.51
H 2.63 -3.32 0.12
H 3.60 -5.53 1.96
H 3.07 -6.56 0.46
H 5.47 -6.15 0.06
H 5.47 -4.36 0.68
H 5.03 -5.50 -1.87
C 0.26 1.93 -2.25
C 0.11 2.90 -1.10
C 1.35 3.70 -0.82
O 1.19 4.02 0.55
C 0.45 3.01 1.10
O 0.28 2.85 2.30
O -0.08 2.21 0.13
H 1.14 1.28 -2.11
H -0.61 1.26 -2.31
H 0.36 2.46 -3.20
H -0.76 3.54 -1.26
H 1.40 4.60 -1.43
H 2.27 3.12 -0.94
C 4.30 -9.75 -5.34
C 4.15 -8.78 -4.18
C 5.38 -7.98 -3.91
O 5.23 -7.65 -2.53
C 4.49 -8.66 -1.98
O 4.32 -8.82 -0.79
O 3.96 -9.47 -2.96
H 5.17 -10.39 -5.20
H 3.43 -10.41 -5.39
H 4.40 -9.22 -6.29
H 3.27 -8.13 -4.34
H 5.44 -7.07 -4.52
H 6.31 -8.55 -4.02
C -1.92 2.12 7.15
C -2.07 3.09 8.30
C -0.83 3.89 8.58
O -0.98 4.22 9.95
C -1.73 3.21 10.50
O -1.89 3.05 11.70
O -2.26 2.40 9.53
H -1.04 1.48 7.29
H -2.79 1.46 7.09
H -1.82 2.65 6.20
H -2.94 3.73 8.14
H -0.77 4.80 7.97
H 0.09 3.32 8.46
C -5.62 4.05 0.81
C -4.81 3.51 -0.36
C -3.33 3.54 -0.13
O -2.83 3.59 -1.45
C -3.79 4.21 -2.21
O -3.63 4.60 -3.35
O -4.96 4.33 -1.50
H -5.27 5.05 1.09
H -6.67 4.15 0.53
H -5.54 3.39 1.68
H -5.16 2.50 -0.62
H -2.97 2.65 0.39
H -2.99 4.44 0.40
C -3.45 5.45 -6.47
C -2.65 4.91 -7.63
C -1.17 4.94 -7.41
O -0.66 4.99 -8.73
C -1.63 5.60 -9.48
O -1.46 6.00 -10.63
O -2.79 5.73 -8.78
H -3.11 6.45 -6.18
H -4.51 5.54 -6.75
H -3.38 4.79 -5.60
H -3.00 3.90 -7.90
H -0.80 4.05 -6.89
H -0.83 5.83 -6.88
```

Results
molecular weight: 741.6 g mol⁻¹
E_tot: -2418.59796 Eh
E_LUMO: 1.7 eV
charge: -1
Kohn-Sham gap: 6.241 eV

Taken from the Löwdin analysis, the atomic charges in e are: C -0.11; C -0.40; F -0.18; C -0.44; Nb 1.14; C -0.50; C -0.31; C -0.20; C -0.26; O -0.16; H 0.07; H 0.03; H 0.06; H 0.11; H 0.04; H 0.02; H -0.18; H -0.16; H -0.13; H -0.16; H 0.02; H 0.02; H 0.10; H 0.08; H 0.10; H 0.11; H 0.11; H 0.12; H 0.08; C -0.01; C -0.36; C -0.11; O 0.06; C -0.49; O 0.11; O 0.07; H 0.10; H 0.09; H 0.09; H 0.13; H 0.14; H 0.14; C -0.02; C -0.35; C -0.11; O 0.04; C -0.49; O 0.14; O 0.09; H 0.09; H 0.09; H 0.09; H 0.17; H 0.15; H 0.14; C -0.02; C -0.35; C -0.12; O 0.06; C -0.51; O 0.13; O 0.09; H 0.08; H 0.10; H 0.09; H 0.16; H 0.14; H 0.14; C -0.02; C -0.34; C -0.10; O 0.03; C -0.48; O 0.12; O 0.09; H 0.09; H 0.09; H 0.10; H 0.17; H 0.15; H 0.15; C -0.02; C -0.35; C -0.12; O 0.06; C -0.51; O 0.13; O 0.08; H 0.09; H 0.09; H 0.06; H 0.16; H 0.14; H 0.14